(1)
Entry from the OMol25 dataset: a structure of composition C11H27InO4P (ωB97M-V/def2-TZVPD).

Values from the calculation:
E_LUMO: 2.7 eV
multiplicity: 1
gap between HOMO and LUMO: 6.25 eV
total charge: -1
HOMO level: -3.506 eV

Cartesian coordinates (Å):
C -0.949 1.889 1.833
C 0.020 1.546 0.653
P -0.933 0.902 -0.854
C -0.179 -0.811 -1.195
In -0.573 2.441 -2.839
C 1.192 1.913 -4.142
O 1.920 0.731 -3.777
C 2.745 1.090 -2.694
O 3.641 0.062 -2.390
C 3.499 -0.387 -1.067
C 3.759 0.703 0.009
O 4.650 1.729 -0.414
H -0.561 2.742 2.412
H -1.934 2.196 1.458
H -1.103 1.017 2.478
H 0.712 0.776 1.024
H 0.569 2.476 0.438
H 0.603 -0.777 -1.963
H 0.203 -1.254 -0.261
H -0.999 -1.466 -1.524
H -2.065 2.406 -3.861
H -0.334 4.114 -2.187
H 0.818 1.784 -5.169
H 1.848 2.810 -4.193
H 2.069 1.359 -1.863
H 3.347 1.946 -3.047
H 2.536 -0.887 -0.884
H 4.265 -1.167 -0.932
H 2.786 1.166 0.239
H 4.124 0.283 0.953
H 4.085 2.425 -0.724
C -3.205 -3.270 1.836
C -3.727 -3.167 3.260
C -2.711 -2.234 3.898
O -2.247 -1.365 2.863
C -2.686 -1.863 1.590
H -3.960 -3.575 1.111
H -2.381 -3.988 1.793
H -4.717 -2.701 3.260
H -3.803 -4.126 3.773
H -1.851 -2.791 4.288
H -3.135 -1.639 4.710
H -3.478 -1.205 1.222
H -1.860 -1.835 0.881

(2)
Entry from the OMol25 dataset: the molecule C11H27N3O3Si (ωB97M-V/def2-TZVPD).

Values from the calculation:
E_LUMO: 0.8 eV
multiplicity: 1
gap between HOMO and LUMO: 8.67 eV
SMILES: CO[Si](CCCN=C(N(C)C)N(C)C)(OC)OC
total charge: 0
HOMO level: -7.903 eV

Cartesian coordinates (Å):
C -1.479 -1.596 -2.122
O -0.585 -0.534 -2.242
Si -0.829 1.054 -1.913
C -0.886 1.364 -0.094
C 0.535 1.837 0.353
C 0.673 2.044 1.800
N 0.181 0.857 2.458
C 0.483 -0.364 2.305
N -0.373 -1.453 2.615
C -1.790 -1.301 2.972
C 0.237 -2.695 3.121
N 1.685 -0.714 1.637
C 2.957 -0.159 2.102
C 1.710 -1.443 0.367
O 0.260 2.129 -2.500
C 1.116 1.654 -3.483
O -2.393 1.254 -2.591
C -2.723 1.354 -3.980
H -2.517 -1.359 -2.462
H -1.489 -1.853 -1.029
H -1.117 -2.493 -2.688
H -1.159 0.366 0.224
H -1.647 2.146 0.209
H 0.718 2.733 -0.254
H 1.378 1.225 -0.080
H 1.723 2.301 2.011
H 0.038 2.984 2.061
H -2.253 -0.455 2.558
H -2.279 -2.205 2.699
H -1.842 -1.164 4.067
H -0.098 -3.643 2.657
H 1.313 -2.598 2.932
H 0.144 -2.736 4.197
H 2.770 0.707 2.706
H 3.636 -0.883 2.598
H 3.456 0.196 1.206
H 1.386 -0.981 -0.554
H 2.760 -1.822 0.210
H 0.940 -2.256 0.261
H 0.459 1.458 -4.359
H 1.570 0.704 -3.177
H 1.867 2.335 -3.816
H -2.060 1.974 -4.526
H -3.757 1.703 -4.094
H -2.720 0.331 -4.363

(3)
Entry from the OMol25 dataset: a structure of composition C11H27O18P3Pt (ωB97M-V/def2-TZVPD).

Values from the calculation:
E_LUMO (spin up / spin down): 4.0 / 4.1 eV
<S²>: 2.1212
multiplicity: 3
gap between HOMO and LUMO (spin up / spin down): 2.53 / 1.78 eV
total charge: -2
HOMO level (spin up / spin down): 1.426 / 2.308 eV

Cartesian coordinates (Å):
Pt 2.532 24.687 -1.351
C 0.475 26.267 -0.500
O 0.644 27.417 -0.202
O 0.771 25.976 -1.630
O 1.068 25.562 0.373
C 4.460 26.501 -0.649
O 4.359 25.972 -1.763
O 3.997 27.615 -0.441
O 3.871 25.886 0.203
C 0.811 22.454 2.160
O 0.780 21.597 1.110
P 0.156 22.162 -0.250
O 1.139 22.987 -1.029
O -1.242 22.681 0.329
C -2.224 23.437 -0.379
O -0.381 20.841 -1.031
C 0.038 19.599 -0.592
H 1.693 23.079 2.021
H 0.820 21.843 3.063
H -0.098 23.005 2.404
H -2.460 23.102 -1.389
H -1.923 24.484 -0.338
H -3.197 23.442 0.112
H -0.805 18.968 -0.312
H 0.636 19.380 0.293
H 0.684 19.297 -1.416
C 3.589 24.723 -7.208
O 2.716 24.724 -6.091
P 2.947 23.590 -4.906
O 2.444 23.991 -3.576
O 4.550 23.349 -4.930
C 5.395 24.317 -4.221
O 2.416 22.223 -5.586
C 1.177 21.611 -5.351
H 4.574 24.375 -6.897
H 3.827 25.698 -7.633
H 3.183 23.970 -7.884
H 6.401 24.261 -4.639
H 5.626 23.987 -3.208
H 4.875 25.270 -4.315
H 1.019 21.156 -4.373
H 1.025 20.954 -6.208
H 0.359 22.330 -5.314
C 4.883 20.397 -2.701
O 5.612 20.823 -1.624
P 5.053 22.034 -0.693
O 3.929 22.877 -1.223
O 4.818 21.363 0.805
C 4.006 20.189 1.032
O 6.380 22.911 -0.469
C 6.469 23.692 0.703
H 3.820 20.415 -2.460
H 5.262 19.415 -2.984
H 4.887 21.086 -3.546
H 3.122 20.629 1.494
H 4.342 19.567 1.862
H 3.761 19.622 0.134
H 6.956 24.628 0.428
H 7.168 23.204 1.382
H 5.603 23.801 1.356

(4)
Entry from the OMol25 dataset: a structure of composition C11H28Cl3F3K2O15P3S (ωB97M-V/def2-TZVPD).

Values from the calculation:
E_LUMO: -3.5 eV
multiplicity: 1
gap between HOMO and LUMO: 8.47 eV
total charge: +1
HOMO level: -11.992 eV

Cartesian coordinates (Å):
K -12.193 1.820 -10.281
K -14.001 6.557 -7.684
C -9.408 4.988 -7.212
F -8.363 5.020 -8.021
F -9.244 3.992 -6.364
F -9.480 6.122 -6.552
S -10.950 4.688 -8.208
O -10.638 3.510 -9.005
O -11.979 4.505 -7.193
O -11.223 5.876 -9.020
C -5.967 6.167 -10.135
O -5.312 6.686 -11.285
P -4.305 7.911 -11.168
O -3.143 7.763 -10.289
O -3.909 8.225 -12.665
C -3.094 7.289 -13.395
O -5.288 9.108 -10.778
C -4.714 10.395 -10.572
H -6.042 6.802 -9.251
H -5.445 5.261 -9.821
H -6.979 5.920 -10.452
H -2.576 7.872 -14.153
H -3.670 6.482 -13.840
H -2.342 6.931 -12.689
H -3.663 10.428 -10.875
H -4.760 10.694 -9.525
H -5.236 11.132 -11.184
C -6.720 6.907 -14.939
O -7.082 5.517 -14.857
P -8.482 5.042 -14.295
O -9.630 5.786 -14.820
O -8.383 3.452 -14.539
C -9.588 2.729 -14.737
O -8.334 5.190 -12.696
C -9.467 4.951 -11.840
H -6.668 7.108 -16.009
H -5.773 7.111 -14.450
H -7.525 7.496 -14.497
H -9.318 1.699 -14.981
H -10.112 3.054 -15.638
H -10.235 2.717 -13.865
H -9.143 4.653 -10.848
H -10.069 4.120 -12.208
H -9.984 5.906 -11.840
C -7.984 1.335 -8.793
O -7.509 0.771 -9.992
P -8.164 1.102 -11.425
O -9.637 1.062 -11.488
O -7.584 2.510 -11.824
C -6.183 2.697 -12.043
O -7.353 0.092 -12.339
C -7.339 -1.287 -11.983
H -7.501 2.273 -8.527
H -7.913 0.644 -7.953
H -9.059 1.539 -8.831
H -5.612 1.769 -12.044
H -5.743 3.357 -11.301
H -6.065 3.118 -13.040
H -8.006 -1.509 -11.149
H -6.340 -1.647 -11.739
H -7.666 -1.933 -12.801
C -9.709 8.841 -4.697
Cl -9.717 7.503 -3.509
Cl -8.687 10.157 -4.083
Cl -11.368 9.298 -5.023
H -9.191 8.562 -5.604

Number 1: total energy -1267.65638 Eh. Number 2: total energy -1114.82358 Eh. Number 3: total energy -2932.81339 Eh. Number 4: total energy -5867.01068 Eh.